Model a:
ORCA calculation (ωB97M-V with the def2-TZVPD basis set) on Cl2NO3P in the gas phase.

The SMILES is O=[N+]([O-])P(=O)(Cl)Cl. For the HOMO energy, the calculation gives -11.5 eV. The total charge is 0. The value obtained for the HOMO-LUMO gap is 10.922 eV.

Last column: Mulliken charge in e.
Cartesian coordinates (Å):
O 1.306 -0.487 0.835  -0.53
N 0.401 0.256 0.585  0.87
O -0.025 1.178 1.211  -0.51
P -0.483 -0.226 -0.940  0.90
O -1.614 -1.081 -0.650  -0.49
Cl -1.036 1.547 -1.487  -0.13
Cl 0.941 -0.784 -2.201  -0.12

=====

Model b:
ORCA calculation (ωB97M-V with the def2-TZVPD basis set) on a molecular structure, Cl2NO3P.

For the HOMO energy (spin up / spin down), the calculation gives -9.8 / -9.9 eV. The total charge is 0. The value obtained for the HOMO-LUMO gap (spin up / spin down) is 7.458 / 8.092 eV.

Last column: Mulliken charge in e.
Cartesian coordinates (Å):
N 0.792 -0.655 0.375  0.89
O 0.527 -1.542 -0.290  -0.36
O 0.410 0.394 0.643  -0.20
O -0.762 1.329 -0.315  -0.37
P -2.249 1.047 -0.607  0.48
Cl -2.807 0.666 1.307  -0.19
Cl -1.894 -0.917 -1.426  -0.26

=====

Most stable: model a

=====

Model a:
ORCA calculation (ωB97M-V with the def2-TZVPD basis set) on C11H11NO in the gas phase.

For the HOMO energy (spin up / spin down), the calculation gives -8.5 / -6.9 eV. The total charge is 0. The value obtained for the HOMO-LUMO gap (spin up / spin down) is 8.266 / 5.908 eV.

Last column: Mulliken charge in e.
Cartesian coordinates (Å):
C 3.383 0.705 -0.418  0.46
C -3.091 0.876 -0.413  -0.43
C -2.944 -0.393 0.088  -0.55
C -1.964 1.686 -0.604  -0.43
C -1.636 -0.856 0.454  -0.33
C -0.683 1.312 -0.250  -0.40
C -0.488 -0.016 0.269  0.56
C 1.663 0.472 1.472  -1.11
C 2.444 1.370 0.368  -0.64
C 0.739 -0.489 0.729  0.47
C 0.763 -2.313 -0.832  -0.73
N 4.300 0.178 -0.905  -0.50
O 1.303 -1.633 0.343  -0.34
H -4.085 1.387 -0.574  0.29
H -3.812 -1.099 0.414  0.25
H -2.139 2.745 -0.941  0.29
H -1.523 -1.874 0.758  0.61
H 0.171 1.923 -0.557  0.17
H 2.373 0.012 2.093  0.45
H 1.071 1.099 2.054  0.41
H 2.070 2.259 -0.082  0.52
H 1.476 -3.140 -1.045  0.28
H 0.876 -1.667 -1.695  0.32
H -0.265 -2.544 -0.725  0.37

=====

Model b:
ORCA calculation (ωB97M-V with the def2-TZVPD basis set) on C11H11NO in the gas phase.

The SMILES is [H]/N=C1/CC(=O)[C@@]1(C)c1ccccc1. For the HOMO energy, the calculation gives -9.1 eV. The total charge is 0. The value obtained for the HOMO-LUMO gap is 9.708 eV.

Last column: Mulliken charge in e.
Cartesian coordinates (Å):
H -1.617 -0.387 2.604  0.26
N -1.194 0.535 2.647  -0.72
C -0.817 1.042 1.584  0.14
C -0.196 2.364 1.265  -0.52
C -0.405 2.115 -0.221  -0.15
O -0.325 2.827 -1.177  -0.57
C -0.846 0.661 -0.052  1.67
C -2.230 0.342 -0.596  -1.52
C 0.205 -0.359 -0.375  0.02
C 0.192 -1.589 0.274  -0.07
C 1.195 -2.513 0.050  -0.75
C 2.227 -2.223 -0.826  -0.40
C 2.233 -1.012 -1.498  -0.63
C 1.229 -0.086 -1.276  -0.39
H -0.678 3.241 1.697  0.37
H 0.861 2.397 1.533  0.24
H -2.555 -0.642 -0.262  0.36
H -2.211 0.352 -1.684  0.40
H -2.953 1.082 -0.253  0.39
H -0.599 -1.822 0.973  0.28
H 1.180 -3.460 0.570  0.38
H 3.028 -2.931 -0.979  0.39
H 3.033 -0.788 -2.189  0.39
H 1.244 0.855 -1.807  0.43

=====

Most stable: model b

=====

Model a:
ORCA calculation (ωB97M-V with the def2-TZVPD basis set) on 4 unconnected molecules or ions with the total composition C2H10O4.

The SMILES is CC=O.O.O.O. For the HOMO energy, the calculation gives -10.2 eV. The total charge is 0. The value obtained for the HOMO-LUMO gap is 10.914 eV.

Last column: Mulliken charge in e.
Cartesian coordinates (Å):
C -0.661 -1.854 1.643  -0.81
C -1.374 -0.543 1.566  0.10
O -1.297 0.201 0.618  -0.44
H 0.288 -1.725 2.163  0.23
H -0.462 -2.252 0.649  0.26
H -1.288 -2.598 2.139  0.32
H -1.935 -0.165 2.434  0.34
O -1.620 1.749 -2.544  -0.64
H -1.339 1.375 -1.713  0.32
H -2.192 1.205 -3.082  0.32
O 1.541 0.817 -1.681  -0.61
H 1.587 1.737 -1.425  0.33
H 0.674 0.768 -2.091  0.29
O 2.821 -0.566 1.155  -0.65
H 2.875 -1.493 0.916  0.31
H 2.540 -0.083 0.364  0.34

=====

Model b:
ORCA calculation (ωB97M-V with the def2-TZVPD basis set) on 4 unconnected molecules or ions with the total composition C2H10O4.

The SMILES is C=CO.O.O.O. For the HOMO energy, the calculation gives -9.1 eV. The total charge is 0. The value obtained for the HOMO-LUMO gap is 9.975 eV.

Last column: Mulliken charge in e.
Cartesian coordinates (Å):
C 2.555 2.534 0.509  -0.83
C 1.367 1.970 0.661  0.21
O 0.892 1.401 1.786  -0.46
H 2.858 2.979 -0.423  0.25
H 3.266 2.669 1.318  0.21
H 0.719 1.873 -0.174  0.34
H 1.457 1.630 2.532  0.28
O -2.215 -2.829 4.388  -0.64
H -3.107 -2.836 4.010  0.32
H -2.396 -3.506 5.058  0.32
O -4.207 -2.465 -2.480  -0.65
H -5.078 -2.349 -2.859  0.32
H -3.466 -2.387 -3.081  0.32
O 2.060 0.450 -3.818  -0.64
H 2.775 0.318 -4.449  0.32
H 2.522 0.548 -2.978  0.32

=====

Most stable: model a

=====

Model a:
ORCA calculation (ωB97M-V with the def2-TZVPD basis set) on 2 unconnected molecules or ions with the total composition C6H16N2O.

The SMILES is CC(C)(C)C.NC(N)=O. For the HOMO energy, the calculation gives -10.2 eV. The total charge is 0. The value obtained for the HOMO-LUMO gap is 10.900 eV.

Last column: Mulliken charge in e.
Cartesian coordinates (Å):
C 0.471 -0.488 -1.417  -1.55
C 1.255 -0.742 -0.125  2.06
C 2.758 -0.695 -0.416  -1.79
C 0.876 -2.119 0.427  -1.69
C 0.900 0.330 0.912  -1.51
H 0.725 -1.232 -2.172  0.42
H 0.704 0.498 -1.824  0.37
H -0.599 -0.553 -1.228  0.27
H 3.333 -0.883 0.491  0.41
H 3.047 0.282 -0.805  0.39
H 3.031 -1.447 -1.155  0.40
H -0.194 -2.166 0.624  0.37
H 1.129 -2.903 -0.286  0.40
H 1.406 -2.323 1.357  0.40
H 1.143 1.326 0.538  0.37
H -0.162 0.290 1.148  0.22
H 1.457 0.172 1.834  0.41
N -2.047 2.007 -0.496  -0.59
C -2.685 0.981 0.284  0.54
N -3.451 1.687 1.154  -0.44
O -2.688 -0.203 0.056  -0.56
H -1.449 2.673 -0.029  0.28
H -1.546 1.643 -1.294  0.24
H -3.275 2.692 0.739  0.33
H -4.138 1.172 1.683  0.26

=====

Model b:
ORCA calculation (ωB97M-V with the def2-TZVPD basis set) on a molecular structure, C6H16N2O.

For the HOMO energy, the calculation gives -6.5 eV. The total charge is 0. The value obtained for the HOMO-LUMO gap is 7.041 eV.

Last column: Mulliken charge in e.
Cartesian coordinates (Å):
C 1.684 0.520 -0.352  0.47
C -0.749 1.683 -0.101  -1.36
C -0.611 -0.189 -1.621  -1.15
C 2.284 -0.786 -0.310  -1.34
N -0.196 0.339 -0.307  0.27
O 1.975 1.314 0.736  -0.54
H 1.725 2.227 0.558  0.36
H 1.665 1.070 -1.296  0.35
H -0.289 2.376 -0.810  0.41
H -1.826 1.696 -0.268  0.36
H -0.550 2.009 0.919  0.44
H -0.207 0.459 -2.403  0.41
H -1.699 -0.199 -1.706  0.36
H -0.242 -1.204 -1.716  0.40
H 2.593 -1.155 -1.284  0.25
H 1.221 -1.573 0.122  0.40
H 3.089 -0.845 0.418  0.35
C -2.020 -0.609 1.222  -1.42
C -0.529 -0.622 0.855  0.34
N -0.050 -1.897 0.443  -0.88
H -0.130 -2.549 1.218  0.22
H 0.029 -0.153 1.692  0.21
H -2.377 0.359 1.584  0.34
H -2.629 -0.940 0.380  0.31
H -2.160 -1.332 2.027  0.44

=====

Model c:
ORCA calculation (ωB97M-V with the def2-TZVPD basis set) on 3 unconnected molecules or ions with the total composition C6H16N2O.

The SMILES is C/C=C/N.CC(C)=O.N. For the HOMO energy, the calculation gives -7.1 eV. The total charge is 0. The value obtained for the HOMO-LUMO gap is 8.058 eV.

Last column: Mulliken charge in e.
Cartesian coordinates (Å):
C -0.245 -2.103 1.382  -1.31
C 0.420 -1.567 0.143  0.29
C 1.094 -0.343 0.227  -0.64
N 2.106 0.025 -0.722  -0.58
H -0.677 -3.093 1.223  0.37
H -1.037 -1.416 1.692  0.30
H 0.477 -2.166 2.197  0.35
H 0.814 -2.312 -0.550  0.35
H 1.306 -0.004 1.233  0.51
H 2.949 -0.538 -0.665  0.22
H 1.772 0.044 -1.677  0.19
C -0.302 1.835 -1.244  -1.45
C -0.597 1.314 0.152  1.40
C -0.047 2.191 1.261  -1.54
O -1.668 0.692 0.362  -0.79
H -0.653 1.149 -2.015  0.22
H 0.763 2.021 -1.381  0.41
H -0.828 2.786 -1.372  0.43
H 1.000 2.443 1.095  0.35
H -0.171 1.692 2.222  0.35
H -0.632 3.118 1.289  0.44
N -1.241 -1.489 -1.117  -0.66
H -1.658 -0.649 -0.642  0.31
H -1.148 -1.306 -2.108  0.23
H -1.797 -2.325 -0.987  0.25

=====

Most stable: model a